1) Density functional theory data (ωB97M-V with the def2-TZVPD basis set) for a 2-piece molecular cluster, C3H4O2S overall.

Bonds (Å) are listed after each position.
CARTESIAN COORDINATES (ANGSTROEM)
1 C 4.09098 -0.69850 0.11527  O4 1.135, O5 1.112
2 C 0.69323 1.10579 0.89626  C3 1.417, S6 1.712
3 C 0.39015 -0.22422 0.51232  C2 1.417, H7 1.131, H8 1.160, H9 1.114
4 O 4.42051 0.34499 0.41500  C1 1.135
5 O 3.68161 -1.67892 -0.21142  C1 1.112
6 S 1.54288 1.88063 -0.37205  C2 1.712, H10 1.334
7 H 0.72176 -0.72833 -0.44443  C3 1.131
8 H -0.76941 -0.25615 0.53367  C3 1.160
9 H 0.80651 -0.95178 1.24650  C3 1.114
10 H 1.89007 0.80960 -1.08815  S6 1.334

HOMO level: -9.024 eV
LUMO: 0.001 hartree
HOMO-LUMO gap: 9.053 eV

2) Density functional theory data (ωB97M-V with the def2-TZVPD basis set) for the molecule C3H4O2S.

Bonds (Å) are listed after each position.
CARTESIAN COORDINATES (ANGSTROEM)
1 C -0.45235 -0.27563 -1.32244  C2 1.361, S6 1.804, H7 1.039
2 C 0.24508 -0.01496 -0.18271  C1 1.361, C3 1.463, S6 1.822
3 C 1.42178 0.20761 0.65785  C2 1.463, H8 1.123, H9 1.038, H10 1.210
4 O -2.73117 1.51420 0.03726  S6 2.097
5 O -2.13720 -1.49024 0.36984  S6 1.433
6 S -1.54240 -0.21152 0.11359  C1 1.804, C2 1.822, O4 2.097, O5 1.433
7 H -0.27912 -0.49724 -2.32220  C1 1.039
8 H 1.33263 -0.02330 1.75325  C3 1.123
9 H 1.79781 1.16962 0.75625  C3 1.038
10 H 2.34493 -0.37854 0.13932  C3 1.210

HOMO level (alpha / beta): -10.034 / -9.696 eV
LUMO (alpha / beta): -0.048 / -0.040 hartree
HOMO-LUMO gap (alpha / beta): 8.728 / 8.598 eV
structure (SMILES): CC1=CS1(=O)=O

3) Density functional theory data (ωB97M-V with the def2-TZVPD basis set) for the molecule C3H4O2S.

Bonds (Å) are listed after each position.
CARTESIAN COORDINATES (ANGSTROEM)
1 C -0.27373 0.64691 0.73772  C2 1.468, H5 1.128, H6 1.078, O8 1.405
2 C 0.19778 -0.50427 -0.04202  C1 1.468, C3 1.468, O9 1.182
3 C -0.18626 -0.62312 -1.45360  C2 1.468, H7 1.118, S10 1.671
4 H 1.24138 0.07885 1.68526  O8 1.016
5 H -1.32476 0.57701 1.14030  C1 1.128
6 H -0.26200 1.42278 -0.01017  C1 1.078
7 H 0.30733 -1.48497 -1.96630  C3 1.118
8 O 0.61649 0.87108 1.80090  C1 1.405, H4 1.016
9 O 0.98833 -1.24072 0.43698  C2 1.182
10 S -1.30458 0.25645 -2.32908  C3 1.671

HOMO level: -9.732 eV
LUMO: -0.076 hartree
HOMO-LUMO gap: 7.660 eV
structure (SMILES): O=C(C=S)CO

Short version: 3), 1), 2), most stable first.